# 1
{
  "formula": "C24H37BrPTl",
  "method": "ωB97M-V/def2-TZVPD",
  "fmax_ev_per_a": 2.1,
  "charge": 2,
  "e_homo_ev": -14.5,
  "orbital_gap_ev": 6.9,
  "species": ["Tl", "Br", "P", "C", "C", "C", "C", "C", "C", "C", "C", "C", "C", "C", "C", "C", "C", "C", "C", "C", "C", "C", "C", "C", "C", "C", "C", "H", "H", "H", "H", "H", "H", "H", "H", "H", "H", "H", "H", "H", "H", "H", "H", "H", "H", "H", "H", "H", "H", "H", "H", "H", "H", "H", "H", "H", "H", "H", "H", "H", "H", "H", "H", "H"],
  "positions_angstrom": [[-1.421, 0.269, 0.815], [-5.351, 2.214, 5.981], [0.381, -0.163, -1.059], [-3.211, 0.798, 4.805], [0.641, -2.335, 0.597], [1.943, 1.711, -2.579], [2.347, -0.489, 0.992], [3.285, 1.775, -1.858], [2.174, 2.856, 0.145], [2.943, -1.496, 1.977], [1.846, -2.211, 2.792], [-0.999, -0.395, -3.487], [-4.504, 2.180, 3.288], [3.301, 2.953, -0.886], [-2.395, 0.377, 3.760], [0.484, -2.111, 2.102], [-0.232, -2.565, -2.570], [-2.695, 0.899, 2.522], [0.809, 2.646, -0.515], [-2.545, -1.674, -1.908], [0.760, 1.555, -1.602], [-2.324, -0.370, -2.710], [-3.709, 1.783, 2.218], [0.098, -1.059, -2.643], [1.513, -1.222, -0.072], [-4.255, 1.685, 4.564], [-1.750, -2.841, -2.493], [0.149, -3.005, -3.492], [-3.605, -1.927, -1.901], [-2.134, -3.033, -3.496], [-5.317, 2.873, 3.116], [2.192, -1.677, -0.799], [-3.142, -0.222, -3.414], [-2.262, -1.544, -0.851], [-2.335, 0.494, -2.030], [-1.929, -3.745, -1.912], [1.784, 2.659, -3.100], [1.936, 0.928, -3.337], [-1.586, -0.314, 3.953], [0.043, -1.119, 2.319], [-0.344, -2.416, 0.127], [-0.201, -2.855, 2.507], [3.200, 3.882, -1.454], [1.082, -0.947, -3.112], [3.155, 0.059, 0.515], [0.524, 3.579, -1.008], [2.098, -3.266, 2.906], [3.542, -2.219, 1.420], [0.046, 2.463, 0.259], [-1.117, -0.999, -4.389], [2.394, 2.049, 0.841], [-3.025, 0.427, 5.804], [4.079, 1.890, -2.596], [2.134, 3.775, 0.729], [-3.906, 2.170, 1.228], [3.471, 0.834, -1.332], [1.135, -3.297, 0.459], [4.258, 2.996, -0.366], [1.783, -1.790, 3.796], [0.304, -3.057, -1.762], [-0.727, 0.605, -3.823], [1.728, 0.228, 1.544], [-0.164, 1.724, -2.170], [3.625, -0.975, 2.647]]
}



# 2
{
  "formula": "C24H37ClI2N2O30S9",
  "method": "ωB97M-V/def2-TZVPD",
  "fmax_ev_per_a": 5.0,
  "charge": 0,
  "e_homo_ev": -8.4,
  "orbital_gap_ev": 6.6,
  "species": ["I", "I", "Cl", "S", "S", "S", "S", "S", "S", "S", "S", "S", "O", "O", "O", "O", "O", "O", "O", "O", "O", "O", "O", "O", "O", "O", "O", "O", "O", "O", "O", "O", "O", "O", "O", "O", "O", "O", "O", "O", "O", "O", "N", "N", "C", "C", "C", "C", "C", "C", "C", "C", "C", "C", "C", "C", "C", "C", "C", "C", "C", "C", "C", "C", "C", "C", "C", "C", "H", "H", "H", "H", "H", "H", "H", "H", "H", "H", "H", "H", "H", "H", "H", "H", "H", "H", "H", "H", "H", "H", "H", "H", "H", "H", "H", "H", "H", "H", "H", "H", "H", "H", "H", "H", "H"],
  "positions_angstrom": [[-4.990, -0.345, -0.341], [-2.696, -2.503, 1.173], [-3.363, 2.177, 3.331], [3.867, -1.370, 2.271], [-3.550, 8.300, 8.768], [-6.954, 5.106, 4.510], [5.108, -0.627, -4.008], [-0.329, -0.422, -2.387], [11.027, -2.639, -4.831], [11.089, -6.188, -9.574], [-9.597, 3.780, 7.011], [-8.156, -0.513, 1.348], [5.164, -1.532, 2.842], [-4.293, 6.999, 9.381], [2.671, -1.639, 2.994], [12.015, -7.261, -9.462], [-4.383, 9.435, 8.981], [-1.064, -1.730, -1.788], [-10.625, 3.532, 8.233], [-10.678, 4.294, 5.925], [10.950, -3.045, -6.391], [3.983, -0.557, -3.136], [-8.753, 4.878, 7.352], [-1.174, 0.705, -2.180], [-0.408, -0.831, -3.949], [12.387, -2.664, -4.417], [11.916, -4.801, -9.611], [1.035, -0.448, -1.977], [10.286, -3.946, -4.233], [-7.556, -1.850, 1.265], [-8.452, -0.060, -0.031], [10.539, -6.150, -11.092], [3.765, 0.122, 1.653], [-2.184, 8.264, 9.163], [10.179, -1.510, -4.624], [5.951, -1.958, -3.644], [-9.088, 2.520, 6.588], [9.986, -6.027, -8.683], [3.826, -2.183, 0.877], [4.988, -0.544, -5.424], [-3.650, 7.886, 7.208], [6.205, 0.458, -3.530], [-5.534, 4.266, 4.239], [-8.220, 4.173, 3.918], [-12.000, 4.091, 6.429], [12.075, -4.387, -10.970], [10.497, -4.399, -6.517], [-7.480, 3.085, 3.426], [7.319, -1.597, -3.423], [-0.857, -2.181, -4.071], [-4.970, 6.308, 8.329], [7.266, -0.203, -2.833], [9.628, -4.640, -5.298], [-3.359, -0.678, 2.232], [-5.646, 0.765, 2.404], [-3.269, -1.051, 3.787], [4.031, 0.066, 0.249], [-5.114, 1.952, 3.075], [-11.867, 4.174, 7.938], [-4.115, 6.539, 7.098], [-9.740, -0.716, 2.306], [-4.877, -0.468, 1.864], [3.506, -1.284, -0.194], [-8.023, 1.881, 2.716], [-7.191, 0.772, 2.208], [-1.723, -2.423, -2.849], [10.824, -4.876, -11.675], [-5.973, 3.101, 3.588], [-1.407, -2.317, -5.001], [7.802, -2.312, -2.758], [9.976, -4.214, -11.480], [12.193, -3.306, -11.033], [7.008, -0.232, -1.770], [-2.927, -0.209, 4.442], [3.963, -1.620, -1.121], [9.952, -4.532, -7.441], [-11.799, 5.212, 8.273], [0.020, -2.833, -4.070], [-4.676, 6.404, 6.174], [8.636, -4.198, -5.427], [5.114, 0.136, 0.107], [-12.335, 3.099, 6.115], [2.421, -1.267, -0.310], [-5.961, 6.756, 8.212], [-5.410, -1.392, 2.254], [-2.646, 0.118, 1.905], [-10.637, -0.496, 1.663], [-9.144, 1.859, 2.583], [-9.737, -0.121, 3.265], [-2.662, -1.993, 3.902], [-12.688, 3.680, 8.456], [-12.678, 4.844, 6.032], [-3.244, 5.878, 7.092], [10.967, -4.973, -12.751], [12.970, -4.873, -11.369], [8.203, 0.336, -2.963], [-9.785, -1.802, 2.628], [3.545, 0.890, -0.270], [9.525, -5.698, -5.063], [-4.323, -1.341, 4.106], [11.373, -5.053, -6.514], [-5.078, 5.251, 8.569], [-1.823, -3.482, -2.612], [7.829, -1.598, -4.388], [-2.717, -1.984, -2.974]]
}



# 3
{
  "formula": "C24H37FN2O2",
  "method": "ωB97M-V/def2-TZVPD",
  "fmax_ev_per_a": 0.2,
  "charge": 0,
  "e_homo_ev": -9.1,
  "orbital_gap_ev": 9.6,
  "species": ["F", "O", "O", "N", "N", "C", "C", "C", "C", "C", "C", "C", "C", "C", "C", "C", "C", "C", "C", "C", "C", "C", "C", "C", "C", "C", "C", "C", "C", "H", "H", "H", "H", "H", "H", "H", "H", "H", "H", "H", "H", "H", "H", "H", "H", "H", "H", "H", "H", "H", "H", "H", "H", "H", "H", "H", "H", "H", "H", "H", "H", "H", "H", "H", "H", "H"],
  "positions_angstrom": [[-3.399, -3.826, -3.517], [4.341, -2.588, -1.340], [-3.099, -0.656, 1.848], [-2.552, 1.078, 0.492], [4.648, -0.562, -0.405], [-2.543, 1.969, 1.639], [-0.299, 1.641, -0.415], [6.003, -1.269, -5.115], [-4.803, -1.437, -3.804], [-2.876, -0.232, 0.726], [3.122, -1.878, -5.488], [3.648, -1.218, -4.220], [-1.801, 1.531, -0.672], [-3.782, -0.846, -1.556], [-3.270, -2.943, -2.504], [-2.991, -1.151, -0.455], [4.020, -1.564, -6.679], [7.460, -1.661, -4.891], [-2.357, -2.384, -0.385], [5.565, -0.961, -2.624], [2.422, -0.952, 0.627], [3.934, -0.907, 0.815], [5.098, -1.613, -3.923], [4.782, -1.455, -1.421], [1.824, 0.383, 0.204], [-3.949, -1.737, -2.608], [0.315, 0.316, 0.021], [-2.483, -3.289, -1.427], [5.468, -1.937, -6.383], [-5.498, -2.250, -4.009], [2.284, 0.708, -0.735], [-1.771, -2.630, 0.491], [7.937, -1.079, -4.103], [-1.967, 0.832, -1.488], [-2.830, 2.970, 1.312], [0.076, -0.453, -0.723], [1.965, -1.279, 1.566], [4.203, -0.169, 1.573], [-2.204, 2.500, -0.982], [6.108, -1.675, -7.230], [5.953, -0.180, -5.267], [7.535, -2.718, -4.622], [3.964, -0.493, -6.902], [-3.250, 1.598, 2.373], [3.600, -0.127, -4.334], [3.016, -1.484, -3.370], [6.610, -1.211, -2.422], [-5.373, -0.523, -3.642], [2.193, -1.715, -0.121], [-0.147, -0.012, 0.958], [-4.297, 0.109, -1.596], [0.174, 1.985, -1.340], [8.038, -1.510, -5.805], [3.670, -2.090, -7.570], [3.084, -2.962, -5.336], [-0.094, 2.409, 0.337], [5.508, 0.130, -2.702], [-1.560, 2.025, 2.114], [5.008, 0.367, -0.526], [5.543, -3.025, -6.257], [-1.991, -4.252, -1.410], [2.067, 1.150, 0.951], [4.292, -1.882, 1.151], [2.099, -1.552, -5.687], [-4.192, -1.305, -4.699], [5.131, -2.699, -3.775]]
}



# 4
{
  "formula": "C24H37N3NdOP2",
  "method": "ωB97M-V/def2-TZVPD",
  "fmax_ev_per_a": 4.2,
  "charge": 1,
  "spin_multiplicity": 4,
  "e_homo_ev": [-9.0, -8.5],
  "orbital_gap_ev": [6.1, 5.6],
  "species": ["Nd", "P", "P", "O", "N", "N", "N", "C", "C", "C", "C", "C", "C", "C", "C", "C", "C", "C", "C", "C", "C", "C", "C", "C", "C", "C", "C", "C", "C", "C", "C", "H", "H", "H", "H", "H", "H", "H", "H", "H", "H", "H", "H", "H", "H", "H", "H", "H", "H", "H", "H", "H", "H", "H", "H", "H", "H", "H", "H", "H", "H", "H", "H", "H", "H", "H", "H", "H"],
  "positions_angstrom": [[0.504, 1.042, 0.709], [0.108, -1.769, -0.836], [-1.915, 0.741, -0.917], [0.205, -0.015, 2.557], [0.238, -0.178, -4.134], [0.819, 1.116, 4.403], [-0.449, -0.934, 4.457], [-1.286, -2.869, -0.374], [-2.571, 2.430, -0.552], [-3.257, -0.234, -0.144], [2.857, -2.520, -3.077], [2.453, 0.283, -3.316], [-0.370, -1.152, 5.898], [1.576, -1.974, -3.207], [-1.500, 1.446, -3.540], [0.417, 3.437, -3.517], [0.843, 2.059, -3.566], [-0.869, 3.754, -3.714], [0.202, 0.067, 3.857], [0.494, 1.576, 5.791], [2.049, 1.565, -3.046], [-1.869, 2.800, -3.716], [1.397, -2.655, 0.159], [1.371, -0.645, -3.720], [-0.158, 1.032, -3.898], [-2.348, 0.494, -2.744], [1.494, 2.041, 3.505], [0.368, -2.602, -2.541], [-1.172, -1.889, 3.656], [3.728, -0.292, -3.076], [3.965, -1.603, -3.065], [-3.627, 2.418, -0.865], [2.044, 0.168, -0.154], [4.541, 0.457, -2.794], [-0.476, -2.583, 3.117], [3.012, -3.554, -2.874], [-2.032, 3.212, -1.078], [-0.904, -3.888, -0.270], [2.380, -2.325, -0.113], [-2.932, 3.072, -3.748], [-0.547, -2.372, -3.124], [-0.517, 1.345, 6.028], [2.756, 2.255, -2.564], [4.974, -2.022, -2.922], [-1.150, 4.844, -3.826], [1.182, 1.149, 6.506], [1.282, -3.735, -0.023], [-3.080, -0.313, 0.935], [1.191, 4.146, -3.204], [-2.534, 2.648, 0.524], [-1.877, -1.429, 2.904], [-4.203, 0.306, -0.311], [0.563, -0.813, 6.319], [-1.718, -2.460, 4.353], [-1.242, -0.677, 6.373], [1.237, -2.448, 1.240], [-0.478, -2.248, 5.995], [-1.703, -2.555, 0.611], [-2.069, -2.845, -1.118], [0.522, -3.675, -2.395], [1.264, 0.995, -0.926], [2.033, 2.684, 4.135], [-3.433, 0.672, -2.881], [0.645, 2.699, 5.752], [-2.051, -0.561, -2.990], [0.759, 2.621, 2.875], [-3.317, -1.235, -0.569], [2.179, 1.498, 2.791]]
}